[1]
Formula: C5H8O3Pt
Source: the OMol25 dataset
Level of theory: ωB97M-V/def2-TZVPD

Properties
E_HOMO (spin up / spin down) ... -19.07 / -19.21 eV
E_LUMO (spin up / spin down) ... -0.405 / -0.492 Ha
Largest force on an atom ... 9.9 eV Å⁻¹
Total charge ... +2
2S+1 ... 3

Positions of all 17 atoms, in Å:
H -1.302 0.100 1.244
O 0.991 -0.183 -0.293
C 0.347 1.049 -0.171
O 0.961 2.065 0.102
Pt 2.677 1.675 0.421
O -0.864 0.918 -0.560
C -1.871 0.677 0.466
C 2.269 -0.209 -0.034
C 2.847 -1.535 -0.179
H 2.152 -2.359 0.013
H 3.193 -1.566 -1.232
H 3.769 -1.600 0.416
C -3.030 -0.049 -0.154
H -2.134 1.662 0.870
H -2.834 -0.287 -1.206
H -3.908 0.610 -0.104
H -3.262 -0.967 0.398

---

[2]
Formula: C6H10
Source: the OMol25 dataset
Level of theory: ωB97M-V/def2-TZVPD

Properties
E_HOMO ... -8.56 eV
E_LUMO ... 0.038 Ha
Largest force on an atom ... 2.8 eV Å⁻¹
Total charge ... 0
SMILES ... C=C(C)C(=C)C

Positions of all 16 atoms, in Å:
C -0.627 -1.805 0.166
C 0.105 -0.693 0.331
C 1.470 -0.731 0.951
C -0.296 0.540 -0.410
C -0.982 0.619 -1.551
C 0.035 1.859 0.365
H -1.617 -1.568 -0.208
H -0.310 -2.764 0.559
H 1.591 0.028 1.739
H 1.528 -1.704 1.446
H 2.246 -0.457 0.234
H -0.879 1.427 -2.256
H -1.539 -0.251 -1.897
H 1.116 1.987 0.271
H -0.409 2.656 -0.221
H -0.282 1.747 1.397

---

[3]
Formula: C39H56BN6OPtS
Source: the OMol25 dataset
Level of theory: ωB97M-V/def2-TZVPD

Properties
E_HOMO (spin up / spin down) ... -16.20 / -16.22 eV
E_LUMO (spin up / spin down) ... -0.267 / -0.426 Ha
Largest force on an atom ... 0.6 eV Å⁻¹
Total charge ... +3
2S+1 ... 5

Positions of all 105 atoms, in Å:
Pt 0.211 -0.315 0.438
C 0.953 0.984 -2.592
C -0.110 2.028 -2.264
C -0.014 3.193 -3.250
C -0.052 2.539 -0.845
C -0.209 3.855 -0.414
C -0.153 3.851 0.958
C -0.242 5.131 1.764
C 1.067 5.918 1.628
C -0.694 5.061 3.219
N 0.032 2.554 1.361
N 0.095 1.761 0.224
B 0.059 1.909 2.748
N 1.425 1.084 2.899
N 1.737 0.145 1.888
C 3.014 -0.199 1.947
C 3.573 0.490 3.022
C 2.508 1.318 3.604
C 2.790 2.245 4.725
C 3.140 3.623 4.110
C 1.746 2.359 5.830
C 3.687 -1.172 1.023
C 3.118 -1.102 -0.390
C 3.600 -2.579 1.622
N -1.234 0.938 2.871
N -1.435 0.077 1.778
C -2.681 -0.366 1.729
C -3.330 0.146 2.849
C -2.359 1.002 3.553
C -2.778 1.721 4.773
C -3.866 2.752 4.363
C -1.724 2.316 5.681
C -3.228 -1.217 0.613
C -4.756 -1.134 0.600
C -2.646 -0.803 -0.738
H 0.851 0.670 -3.631
H 0.873 0.070 -1.993
H 1.957 1.392 -2.460
H -1.098 1.570 -2.394
H 0.923 3.737 -3.120
H -0.840 3.893 -3.135
H -0.045 2.819 -4.272
H -0.351 4.726 -1.029
H -1.008 5.701 1.232
H 1.910 5.384 2.068
H 0.977 6.878 2.136
H 1.306 6.111 0.583
H 0.099 4.728 3.890
H -1.560 4.412 3.351
H -0.982 6.061 3.540
H 0.019 2.691 3.619
H 4.596 0.469 3.368
H 3.712 1.856 5.164
H 2.272 4.037 3.600
H 3.974 3.572 3.410
H 3.421 4.287 4.926
H 0.952 3.048 5.559
H 2.239 2.751 6.718
H 1.319 1.391 6.090
H 4.736 -0.865 0.984
H 2.038 -1.315 -0.329
H 3.538 -1.883 -1.021
H 3.274 -0.134 -0.863
H 2.559 -2.898 1.690
H 4.043 -2.623 2.617
H 4.130 -3.285 0.983
H -4.347 -0.019 3.168
H -3.319 0.940 5.329
H -3.444 3.536 3.736
H -4.250 3.204 5.276
H -4.706 2.300 3.836
H -1.327 3.248 5.283
H -0.909 1.620 5.858
H -2.186 2.539 6.642
H -2.939 -2.251 0.825
H -5.101 -0.099 0.545
H -5.198 -1.605 1.479
H -5.143 -1.657 -0.273
H -2.886 0.232 -0.985
H -3.013 -1.453 -1.532
H -1.546 -0.915 -0.742
O 0.048 -2.400 0.560
S -0.038 -3.274 -0.745
C 1.261 -4.449 -0.659
C 2.156 -4.447 -1.722
C 3.202 -5.363 -1.719
C 3.336 -6.252 -0.664
C 2.430 -6.243 0.396
C 1.381 -5.344 0.403
C -1.480 -4.260 -0.483
C -1.954 -4.514 0.799
C -3.071 -5.323 0.940
C -3.690 -5.861 -0.183
C -3.206 -5.591 -1.454
C -2.092 -4.777 -1.616
H 2.030 -3.756 -2.547
H 3.899 -5.389 -2.545
H 4.145 -6.972 -0.670
H 2.537 -6.955 1.204
H 0.661 -5.348 1.210
H -1.457 -4.090 1.662
H -3.453 -5.546 1.928
H -4.558 -6.497 -0.064
H -3.693 -6.011 -2.324
H -1.708 -4.560 -2.606

---

[4]
Formula: C14H30AsBIN3O3S5Tc
Source: the OMol25 dataset
Level of theory: ωB97M-V/def2-TZVPD

Properties
E_HOMO (spin up / spin down) ... -16.25 / -16.25 eV
E_LUMO (spin up / spin down) ... -0.408 / -0.408 Ha
Largest force on an atom ... 0.3 eV Å⁻¹
Total charge ... +3

Positions of all 59 atoms, in Å:
Tc 0.027 0.881 -1.001
C 1.218 1.759 1.696
C -0.178 2.360 1.742
N -1.105 1.750 0.725
C -2.116 2.767 0.300
C -1.472 3.866 -0.535
S -0.052 3.187 -1.455
C 1.435 3.838 -0.602
C 2.381 2.689 -0.301
N 1.671 1.529 0.291
H 1.227 0.792 2.187
H 1.926 2.405 2.219
H -0.158 3.428 1.548
H -0.607 2.241 2.739
H -1.653 1.022 1.179
H -2.595 3.201 1.181
H -2.882 2.244 -0.273
H -1.095 4.700 0.056
H -2.174 4.274 -1.261
H 1.124 4.382 0.286
H 1.904 4.551 -1.279
H 3.166 3.043 0.375
H 2.871 2.338 -1.212
H 2.333 0.753 0.323
S -5.791 -0.741 -6.194
As -4.043 -0.964 -5.318
S -1.810 0.605 -2.204
S -2.959 -0.982 -1.929
S -4.645 -0.692 -2.972
C -1.681 -3.745 0.894
C -1.208 -2.474 1.568
C -2.080 -2.147 2.764
O -1.432 -1.363 0.585
B -0.292 -0.682 0.494
O 0.760 -1.118 1.194
C 0.352 -2.406 1.842
C 0.738 -2.294 3.303
C 1.161 -3.489 1.156
H -2.752 -3.678 0.707
H -1.518 -4.604 1.543
H -1.172 -3.927 -0.049
H -3.119 -2.093 2.445
H -1.811 -1.198 3.227
H -2.006 -2.923 3.524
H 0.257 -1.455 3.799
H 1.817 -2.179 3.386
H 0.465 -3.202 3.837
H 0.989 -3.503 0.081
H 0.908 -4.470 1.553
H 2.220 -3.319 1.339
N 2.091 0.373 -4.208
C 2.110 -0.318 -3.089
O 1.362 -0.011 -2.115
C 3.046 -1.459 -2.911
I 4.624 -0.788 -1.637
H 1.490 1.177 -4.322
H 2.710 0.137 -4.972
H 3.486 -1.796 -3.845
H 2.538 -2.274 -2.404